No. 1
DFT (the ωB97M-V functional and the def2-TZVPD basis) results for a cluster of 2 separate species, C3H4N2O3 in total in a non-equilibrium geometry.

For the frontier orbital gap, the calculation gives 10.09 eV. As for the total charge: 0.

Atoms and positions in Å:
C: 1.073 -1.602 -0.553
C: -0.068 0.180 0.793
C: 0.980 -0.218 -0.198
N: 1.167 -2.722 -0.766
N: 2.294 0.330 0.032
O: 3.244 -0.391 -0.033
O: 2.197 1.484 0.398
O: -1.309 -0.355 0.420
H: -0.021 1.275 0.871
H: 0.071 -0.382 1.740
H: 0.251 0.416 -1.406
H: -1.274 -0.558 -0.552

=====

No. 2
DFT (the ωB97M-V functional and the def2-TZVPD basis) results for a structure of composition NO3Tl.

For the frontier orbital gap, the calculation gives 4.89 eV. As for the total charge: +2.

Atoms and positions in Å:
Tl: 2.233 -1.272 1.559
N: -0.559 0.332 -0.417
O: 0.458 -0.301 -0.661
O: -1.200 0.911 -1.227
O: -0.933 0.329 0.746

=====

No. 3
DFT (the ωB97M-V functional and the def2-TZVPD basis) results for a cluster of 2 separate species, H6N3O2P in total in a non-equilibrium geometry.

For the frontier orbital gap, the calculation gives 10.16 eV. As for the SMILES: N[P@H](=O)O.[H]/N=N\[H]. As for the total charge: 0.

Atoms and positions in Å:
N: -1.119 0.775 -1.141
P: -0.208 -0.538 -0.656
O: 1.259 -0.407 -0.740
O: -0.695 -1.638 -1.724
H: -0.642 1.229 -1.915
H: -1.298 1.428 -0.393
H: -0.817 -1.012 0.480
H: 0.039 -2.215 -1.937
H: 1.180 0.243 3.104
N: 0.382 0.198 2.436
N: 0.512 0.731 1.357
H: 1.407 1.205 1.130

=====

No. 4
DFT (the ωB97M-V functional and the def2-TZVPD basis) results for a structure of composition C18H25BN8O3V in a non-equilibrium geometry.

For the frontier orbital gap (spin up / spin down), the calculation gives 7.59 / 7.41 eV. As for the spin multiplicity: 4. As for the total charge: 0.

Atoms and positions in Å:
H: 1.158 3.028 -0.639
N: 0.762 1.403 -1.902
B: -0.389 0.062 -3.878
N: 0.169 1.352 -3.188
C: 0.322 2.566 -3.770
V: 2.292 0.211 -0.954
H: 0.200 2.725 -4.834
C: 0.781 3.474 -2.813
H: 1.034 4.515 -2.947
C: 0.928 2.723 -1.642
H: -0.299 0.204 -5.074
C: -2.342 -3.219 1.638
H: -1.851 -3.774 2.432
H: -1.598 -2.868 0.931
H: -3.037 -3.879 1.129
N: -1.924 -0.290 -3.550
N: 0.645 -1.028 -3.437
N: -2.254 -0.332 -2.233
N: 1.264 -1.123 -2.164
C: -3.046 -0.590 -4.266
C: 1.201 -1.962 -4.241
H: -3.032 -0.551 -5.317
H: 1.090 -1.940 -5.319
C: -4.077 -0.936 -3.391
C: 1.987 -2.819 -3.468
C: -3.479 -0.827 -2.129
C: 1.924 -2.312 -2.171
H: -5.094 -1.208 -3.548
H: 2.572 -3.666 -3.789
H: -3.835 -1.056 -1.143
H: 2.334 -2.688 -1.253
H: -2.845 -2.426 2.033
C: -1.158 -0.657 3.933
C: -0.505 0.720 4.022
C: 0.838 0.787 3.206
C: 1.465 2.219 3.306
C: 0.463 3.359 3.099
C: 1.878 -0.256 3.762
O: 1.928 -0.594 4.932
N: 2.815 -0.817 2.877
C: 2.569 -0.866 1.502
O: 3.287 -1.530 0.707
N: 1.612 -0.069 0.938
C: 0.602 0.483 1.705
O: -0.427 0.822 1.126
H: -1.645 -0.798 2.951
H: -1.926 -0.686 4.718
H: -0.401 -1.442 4.115
H: -1.173 1.498 3.603
H: -0.240 0.994 5.068
H: 1.916 2.276 4.315
H: 2.291 2.259 2.566
H: -0.118 3.512 4.022
H: 1.031 4.274 2.897
H: -0.220 3.169 2.253
H: 3.558 -1.429 3.273

=====

No. 5
DFT (the ωB97M-V functional and the def2-TZVPD basis) results for an isolated molecule of C3H6ClNO in a non-equilibrium geometry.

For the frontier orbital gap, the calculation gives 11.12 eV. As for the SMILES: C[C@@H](Cl)C(N)=O. As for the total charge: 0.

Atoms and positions in Å:
C: 1.578 0.086 0.533
C: 0.238 0.469 -0.112
Cl: 0.404 0.669 -1.905
C: -0.801 -0.488 0.258
N: -1.932 -0.162 -0.453
O: -0.704 -1.392 1.032
H: 2.416 0.763 0.193
H: 1.802 -0.932 0.306
H: 1.490 0.077 1.665
H: -0.043 1.510 0.181
H: -2.604 -0.942 -0.366
H: -1.843 0.342 -1.333

=====

No. 6
DFT (the ωB97M-V functional and the def2-TZVPD basis) results for a cluster of 8 separate species, C24H64O8 in total.

For the frontier orbital gap, the calculation gives 9.90 eV. As for the SMILES: CC(C)O.CC(C)O.CC(C)O.CC(C)O.CC(C)O.CC(C)O.CC(C)O.CC(C)O. As for the total charge: 0.

Atoms and positions in Å:
C: -13.227 -15.327 10.312
C: -13.100 -14.375 11.500
C: -14.233 -14.522 12.492
O: -11.892 -14.679 12.224
H: -14.126 -15.083 9.740
H: -13.264 -16.376 10.598
H: -12.381 -15.151 9.641
H: -13.074 -13.355 11.107
H: -14.362 -15.561 12.787
H: -15.165 -14.139 12.070
H: -14.038 -13.931 13.388
H: -11.144 -14.250 11.799
C: -13.452 -14.385 16.512
C: -14.322 -15.291 17.373
C: -15.760 -15.347 16.878
O: -13.770 -16.603 17.414
H: -13.970 -13.467 16.214
H: -13.187 -14.880 15.574
H: -12.535 -14.102 17.031
H: -14.310 -14.939 18.405
H: -16.322 -16.033 17.521
H: -15.812 -15.721 15.854
H: -16.263 -14.380 16.937
H: -13.943 -17.024 16.558
C: -10.821 -20.686 12.195
C: -11.963 -21.141 11.289
C: -12.512 -20.048 10.379
O: -11.593 -22.269 10.512
H: -11.207 -20.051 12.987
H: -10.081 -20.126 11.610
H: -10.299 -21.570 12.558
H: -12.797 -21.451 11.925
H: -12.836 -19.140 10.886
H: -13.390 -20.478 9.888
H: -11.818 -19.768 9.580
H: -11.015 -21.964 9.805
C: -10.678 -18.416 15.398
C: -10.777 -17.044 14.797
C: -9.425 -16.450 14.492
O: -11.548 -17.146 13.578
H: -10.229 -19.105 14.684
H: -11.673 -18.774 15.672
H: -10.099 -18.370 16.319
H: -11.334 -16.401 15.490
H: -8.951 -17.010 13.682
H: -8.757 -16.538 15.355
H: -9.469 -15.389 14.240
H: -11.441 -16.295 13.121
C: -17.173 -16.380 9.627
C: -17.777 -17.748 9.893
C: -19.230 -17.665 10.338
O: -17.673 -18.527 8.708
H: -17.045 -15.758 10.515
H: -17.809 -15.831 8.925
H: -16.190 -16.545 9.183
H: -17.178 -18.241 10.660
H: -19.583 -18.603 10.770
H: -19.868 -17.471 9.468
H: -19.423 -16.852 11.041
H: -18.222 -18.096 8.044
C: -18.406 -19.257 21.222
C: -17.461 -18.657 20.192
C: -17.055 -19.683 19.149
O: -18.102 -17.559 19.520
H: -18.686 -18.513 21.971
H: -17.946 -20.094 21.747
H: -19.316 -19.610 20.729
H: -16.582 -18.236 20.683
H: -17.974 -20.123 18.758
H: -16.439 -20.474 19.583
H: -16.482 -19.195 18.364
H: -19.052 -17.658 19.626
C: -15.728 -19.127 14.915
C: -14.563 -18.665 14.073
C: -15.015 -18.215 12.705
O: -13.999 -17.552 14.780
H: -16.432 -19.754 14.371
H: -16.335 -18.284 15.266
H: -15.421 -19.617 15.842
H: -13.830 -19.473 13.966
H: -15.775 -17.433 12.741
H: -15.406 -19.069 12.143
H: -14.152 -17.808 12.174
H: -13.184 -17.254 14.332
C: -17.084 -21.965 12.806
C: -17.999 -21.448 11.706
C: -17.729 -22.137 10.379
O: -19.380 -21.662 12.020
H: -17.380 -21.590 13.791
H: -16.076 -21.582 12.630
H: -17.091 -23.053 12.854
H: -17.797 -20.375 11.572
H: -17.611 -23.214 10.522
H: -16.820 -21.751 9.920
H: -18.578 -21.996 9.711
H: -19.527 -21.347 12.915

=====

no.,molecular weight (g/mol)
1,116.076
2,266.387
3,111.041
4,463.207
5,107.540
6,480.768